A | Formula: C6H10N2
Source: the Open Molecules 2025 dataset
Level of theory: the ωB97M-V functional and the def2-TZVPD basis

Results
Molecular weight in g/mol: 110.2
HOMO energy in hartree: -0.27537
Net charge: 0

Geometry as XYZ:
```
18
Properties=species:S:1:pos:R:3:nbo_charge:R:1
C -1.609 -0.591 0.224 -0.169
C -0.288 1.488 -0.372 -0.468
C 1.371 -2.577 -0.681 -0.705
C 0.997 1.505 0.454 -0.593
C 0.170 -1.792 -0.962 0.256
C -1.416 0.823 0.394 0.259
N -0.766 -1.383 -0.334 -0.246
N -2.215 1.429 1.183 -0.648
H -2.498 -1.036 0.651 0.219
H -2.045 2.431 1.252 0.330
H -0.581 2.517 -0.600 0.215
H -0.119 0.975 -1.320 0.215
H 2.221 -2.080 -1.144 0.248
H 1.277 -3.563 -1.135 0.255
H 1.558 -2.686 0.392 0.212
H 1.320 0.495 0.685 0.199
H 1.789 2.020 -0.085 0.211
H 0.834 2.025 1.398 0.211
```

***

B | Formula: C6H10N2
Source: the Open Molecules 2025 dataset
Level of theory: the ωB97M-V functional and the def2-TZVPD basis

Results
Molecular weight in g/mol: 110.2
HOMO energy in hartree: -0.31284
Net charge: 0

Geometry as XYZ:
```
18
Properties=species:S:1:pos:R:3:nbo_charge:R:1
C 0.827 -0.779 1.770 -0.448
C -0.341 -1.547 0.960 -0.197
N 0.134 -1.108 -0.269 -0.447
C -0.888 -0.587 -1.337 -0.234
C -0.274 0.922 -1.219 -0.097
N -0.294 2.320 -0.774 -0.523
C -0.068 1.026 0.181 -0.096
C 0.916 0.015 0.461 -0.074
H 1.889 -1.077 2.074 0.231
H 0.532 -0.228 2.727 0.213
H -0.396 -2.750 1.254 0.180
H -1.388 -1.138 1.177 0.172
H -1.933 -0.814 -1.032 0.195
H -0.811 -1.276 -2.150 0.215
H 0.787 0.748 -1.539 0.161
H 0.491 2.682 -1.159 0.342
H -0.915 0.877 0.978 0.211
H 1.835 0.186 0.071 0.196
```

***

A is preferred energetically. Next in line: 4.789 eV higher.

***

A | Formula: C6H10N2
Source: the Open Molecules 2025 dataset
Level of theory: the ωB97M-V functional and the def2-TZVPD basis

Results
Molecular weight in g/mol: 110.2
HOMO energy in hartree: -0.30725
Net charge: 0

Geometry as XYZ:
```
18
Properties=species:S:1:pos:R:3:nbo_charge:R:1
C -2.501 -0.436 0.700 -0.681
C -1.288 0.675 0.845 -0.019
C 0.178 0.233 0.707 -0.052
C 1.601 0.806 0.486 -0.457
C 1.980 0.096 -0.690 -0.457
C 0.827 -0.613 -1.509 0.058
H -3.436 -0.963 1.614 0.202
H -3.331 0.002 -0.086 0.235
H -2.253 -1.524 0.337 0.244
H -1.411 1.678 1.046 0.207
H 0.275 -1.002 1.007 0.163
H 2.338 0.754 1.292 0.215
H 1.771 1.801 0.132 0.230
H 2.243 0.596 -1.680 0.253
H 2.841 -0.663 -0.459 0.227
H 1.254 -1.580 -1.854 0.203
N -0.530 -0.404 -1.527 -0.227
N -0.558 0.544 -0.363 -0.343
```

***

B | Formula: C6H10N2
Source: the Open Molecules 2025 dataset
Level of theory: the ωB97M-V functional and the def2-TZVPD basis

Results
Molecular weight in g/mol: 110.2
HOMO energy (spin up / spin down) in hartree: -0.23539 / -0.28080
Net charge: 0

Geometry as XYZ:
```
18
Properties=species:S:1:pos:R:3:nbo_charge:R:1
C 0.780 -0.140 1.015 -0.456
C 2.066 0.290 0.465 -0.376
C -0.770 1.503 -0.220 -0.584
C -0.136 0.106 -0.326 -0.172
N -1.771 -1.597 0.310 -0.778
C -1.023 -0.992 -0.630 -0.008
C 0.984 0.191 -1.359 0.246
N 1.278 0.161 -2.493 -0.359
H -2.132 -2.527 0.177 0.399
H -1.948 -1.162 1.201 0.389
H 0.738 -1.192 1.296 0.218
H 0.382 0.465 1.831 0.212
H -0.924 -1.514 -1.571 0.210
H 2.392 1.313 0.600 0.200
H 2.843 -0.437 0.276 0.210
H -1.222 1.788 -1.168 0.229
H 0.000 2.234 0.037 0.214
H -1.537 1.510 0.558 0.204
```

***

B is preferred energetically. Next in line: 3.940 eV higher.